This record from OMol25 describes a molecular structure, C18H31N2SeTi at a distorted geometry. The level of theory is ωB97M-V/def2-TZVPD.

The geometry in XYZ format:
```
53
Properties=species:S:1:pos:R:3
C 1.093 1.986 -0.869
H 2.119 2.341 -0.720
H 1.160 1.241 -1.704
H 0.941 1.469 0.498
C 0.114 3.132 -1.124
H -0.809 2.748 -1.585
H -0.193 3.585 -0.173
C 0.696 4.226 -2.031
H -0.056 4.990 -2.242
H 1.548 4.723 -1.556
H 1.033 3.817 -2.989
C -0.828 -1.762 -0.122
C -1.481 -0.920 -1.096
C -0.503 -0.562 -2.102
C 0.760 -1.170 -1.727
C 0.564 -1.871 -0.477
C 1.562 -2.731 0.216
C 1.997 -1.180 -2.552
C -0.771 0.184 -3.361
C -2.930 -0.598 -1.117
C -1.506 -2.503 0.969
Ti 0.128 0.333 -0.231
H 2.854 -1.542 -1.973
H 1.887 -1.843 -3.426
H 2.248 -0.185 -2.942
H 2.585 -2.492 -0.099
H 1.506 -2.621 1.308
H 1.391 -3.797 -0.005
H -2.332 -1.926 1.406
H -1.932 -3.450 0.597
H -0.810 -2.762 1.777
H -3.157 0.182 -1.852
H -3.526 -1.486 -1.381
H -3.281 -0.250 -0.135
H -0.006 0.945 -3.569
H -0.781 -0.495 -4.228
H -1.745 0.686 -3.328
C 1.691 0.263 2.702
N 0.512 -0.191 3.403
C 0.511 -1.027 4.520
C -0.786 -1.226 4.864
N -1.568 -0.510 3.964
C -3.014 -0.504 3.948
C -0.771 0.113 3.044
Se -1.364 1.229 1.642
H 1.603 1.332 2.470
H 1.853 -0.320 1.772
H 2.557 0.105 3.356
H 1.426 -1.381 4.946
H -1.230 -1.797 5.657
H -3.404 -1.491 3.657
H -3.392 -0.258 4.948
H -3.362 0.247 3.229
```

As for the spin multiplicity: 2. The calculation puts the highest occupied orbital energy (spin up / spin down) at -0.542 / -0.547 Eh. As for the expectation value of S²: 0.757. The max |F| is 5.41 eV Å⁻¹. As for the total charge: +2. Its gap between HOMO and LUMO (spin up / spin down) is 6.965 / 7.335 eV.



This record from OMol25 describes C6H8 in the gas phase at a distorted geometry. The level of theory is ωB97M-V/def2-TZVPD.

The geometry in XYZ format:
```
14
Properties=species:S:1:pos:R:3
C 3.066 -0.372 -0.326
C 1.948 -0.201 0.124
C 0.586 0.115 0.534
C -0.157 1.296 -0.122
C -0.626 -0.067 -0.514
C -1.901 -0.667 0.155
H 3.958 -0.903 -0.581
H 0.179 -0.316 1.459
H -0.734 1.828 0.679
H 0.523 1.868 -0.794
H -0.363 -0.381 -1.602
H -1.763 -0.534 1.280
H -2.088 -1.622 -0.055
H -2.628 -0.045 -0.238
```

As for the spin multiplicity: 1. The SMILES is C#C[C@H]1C[C@@H]1C. The calculation puts the highest occupied orbital energy at -0.326 Eh. The max |F| is 5.66 eV Å⁻¹. Its gap between HOMO and LUMO is 10.072 eV.



This record from OMol25 describes 4 unconnected molecules or ions with the total composition H8O4 at a distorted geometry. The level of theory is ωB97M-V/def2-TZVPD.

The geometry in XYZ format:
```
12
Properties=species:S:1:pos:R:3
O 1.329 -2.821 -1.271
H 2.146 -2.850 -0.785
H 0.757 -2.154 -0.937
O 1.067 1.096 1.519
H 1.323 1.728 0.845
H 1.958 0.765 1.741
O -2.231 1.924 -0.571
H -2.521 2.870 -0.550
H -2.933 1.360 -1.052
O -0.204 -1.043 0.294
H 0.235 -0.349 0.843
H -0.927 -0.529 -0.082
```

As for the spin multiplicity: 1. The SMILES is O.O.O.O. The calculation puts the highest occupied orbital energy at -0.386 Eh. The max |F| is 2.67 eV Å⁻¹. Its gap between HOMO and LUMO is 10.882 eV.



Copy entry 2 word for word.
This record from OMol25 describes C6H8 in the gas phase at a distorted geometry. The level of theory is ωB97M-V/def2-TZVPD.

The geometry in XYZ format:
```
14
Properties=species:S:1:pos:R:3
C 3.066 -0.372 -0.326
C 1.948 -0.201 0.124
C 0.586 0.115 0.534
C -0.157 1.296 -0.122
C -0.626 -0.067 -0.514
C -1.901 -0.667 0.155
H 3.958 -0.903 -0.581
H 0.179 -0.316 1.459
H -0.734 1.828 0.679
H 0.523 1.868 -0.794
H -0.363 -0.381 -1.602
H -1.763 -0.534 1.280
H -2.088 -1.622 -0.055
H -2.628 -0.045 -0.238
```

As for the spin multiplicity: 1. The SMILES is C#C[C@H]1C[C@@H]1C. The calculation puts the highest occupied orbital energy at -0.326 Eh. The max |F| is 5.66 eV Å⁻¹. Its gap between HOMO and LUMO is 10.072 eV.